Entry 1:
DFT (ωB97M-V/def2-TZVPD) results for C12H8FNS2 in the gas phase.

Geometry as XYZ:
```
24
Properties=species:S:1:pos:R:3:forces:R:3
F 1.7887 -3.1228 0.0494 0.09 0.40 -0.14
C 1.9742 -1.7913 -0.0418 -0.17 0.00 0.34
C 3.1855 -1.2360 0.3692 -0.24 -0.03 -0.23
S 4.5275 -2.2607 0.8958 0.15 -0.02 -0.06
C 3.3270 0.1458 0.2843 -0.15 -0.03 -0.11
C 2.2895 0.9448 -0.1698 -0.10 -0.16 0.09
C 1.0797 0.3675 -0.5514 0.01 -0.09 -0.13
C 0.9108 -1.0161 -0.4919 0.44 -0.18 0.02
S -0.5807 -1.7599 -1.0602 0.01 -0.02 0.02
C -1.6775 -0.4954 -0.5030 -0.37 0.04 -0.02
C -2.9553 -0.8190 -0.0596 0.15 -0.01 0.29
C -3.8413 0.1771 0.3275 0.03 0.03 -0.26
C -3.4601 1.5063 0.2263 0.14 0.01 0.01
C -2.1851 1.8371 -0.2113 0.04 -0.05 0.06
C -1.2871 0.8394 -0.5722 0.00 -0.12 -0.11
N 0.0134 1.1472 -1.0243 0.02 0.26 0.27
H 4.1000 -2.4333 2.1492 -0.03 -0.08 0.14
H 4.2654 0.5858 0.5912 0.01 0.03 -0.01
H 2.3997 2.0205 -0.2109 0.04 0.03 -0.01
H -3.2349 -1.8618 0.0243 -0.01 0.00 -0.05
H -4.8282 -0.0764 0.6857 -0.03 -0.06 0.00
H -4.1474 2.2918 0.5064 -0.02 0.04 0.02
H -1.8726 2.8736 -0.2599 -0.02 0.02 -0.02
H 0.2088 2.1355 -0.9532 0.02 0.00 -0.10
```
Positions in Å, forces in eV/Å.

Calculated values
Structure (SMILES): Fc1c(S)ccc2c1Sc1ccccc1N2
Energy relative to the best compared isomer or geometry (same formula, charge and spin): 0.0 kJ/mol
E_HOMO: -0.291 Eh

Here are the Löwdin charges for atoms 1 to 5, given in e: F 0.04; C -0.31; C -0.57; S 0.80; C -0.10

Entry 2:
DFT (ωB97M-V/def2-TZVPD) results for a molecular structure, C12H91AlFO37 in a non-equilibrium geometry.

Geometry as XYZ:
```
142
Properties=species:S:1:pos:R:3:forces:R:3
C -3.8683 -1.9592 -0.9291 0.64 -0.11 -0.20
C -2.3494 -1.7071 -0.8576 -1.48 -0.10 0.87
C -1.9774 -1.5712 0.6101 1.14 -0.36 -0.44
C -0.4520 -1.5087 0.9695 -1.23 0.42 -0.51
O 0.3708 -1.2246 -0.1144 0.93 -0.59 0.01
Al 2.1293 -1.6465 0.0656 -0.35 1.81 -0.58
C 3.1206 -0.2301 1.1367 -1.19 -0.63 -0.22
C 2.2712 0.8345 1.8650 2.17 0.15 -0.20
C 2.9295 2.2238 1.7422 -1.62 0.07 -0.04
C 2.2575 3.0557 0.6581 1.15 -0.50 -0.35
O 2.9614 2.9530 -0.5824 0.35 -0.30 0.06
C 2.4718 -3.3421 1.1247 -0.07 0.29 -0.25
C 1.9145 -4.5862 0.6579 0.90 1.61 0.71
O 1.2632 -4.7880 -0.2802 -1.57 -1.31 -1.92
F 2.2079 -5.6778 1.4792 0.11 -0.97 0.53
O 2.8085 -1.6405 -1.6048 -0.10 -0.43 0.82
C 3.7451 -2.6608 -1.8469 -0.59 0.40 -0.84
C 3.1492 -3.7139 -2.7710 0.68 0.09 -0.15
H -4.3955 -1.1490 -0.4679 -0.31 0.60 0.39
H -4.1514 -2.8585 -0.4117 -0.11 -0.50 0.26
H -4.2357 -2.0210 -1.9409 -0.04 -0.05 -0.50
H -1.8449 -2.5096 -1.3547 0.64 -0.35 -0.30
H -2.2037 -0.7767 -1.3453 0.66 0.58 -0.69
H -2.4072 -2.4253 1.1057 -0.24 -0.36 0.56
H -2.4616 -0.6950 1.0028 -0.36 0.47 0.20
H -0.2157 -2.4464 1.4690 0.34 -0.43 0.14
H -0.3647 -0.7212 1.7074 0.20 0.19 0.62
H 3.8334 0.2923 0.5249 0.40 0.03 -0.61
H 3.6955 -0.7617 1.8794 0.50 -0.24 0.46
H 1.2714 0.8919 1.4900 -0.80 -0.07 0.04
H 2.3144 0.6067 2.9124 -0.70 -0.35 0.66
H 3.9827 2.1461 1.5707 0.71 -0.08 -0.32
H 2.8143 2.7753 2.6651 -0.14 -0.03 0.20
H 2.2236 4.0826 0.9291 -0.04 0.84 0.32
H 1.2582 2.7140 0.4915 -0.91 -0.22 0.10
H 2.7485 3.7440 -1.0658 -0.09 0.28 -0.47
H 3.5340 -3.4652 1.2364 0.75 -0.08 0.13
H 2.1047 -3.2024 2.1246 -0.20 0.32 0.72
H 4.5581 -2.2134 -2.3875 0.84 0.16 -0.10
H 4.1838 -3.0799 -0.9500 0.02 -0.32 0.48
H 3.4587 -3.4952 -3.7754 0.16 0.15 -0.72
H 2.0875 -3.6619 -2.7853 -0.94 -0.12 0.36
H 3.4949 -4.7114 -2.5763 0.07 -0.67 0.31
O 1.0362 -2.2489 4.2562 -0.21 0.23 -0.47
H 1.1484 -3.1994 4.1362 0.21 -0.07 0.21
H 1.5785 -2.0524 5.0256 -0.07 -0.08 0.10
O 2.7230 4.9057 2.9485 -0.07 0.77 0.37
H 3.6097 5.2545 2.8096 0.03 -0.06 -0.10
H 2.5073 5.1605 3.8526 -0.09 -0.08 0.02
O -3.6124 1.0250 -1.8463 -0.56 0.31 -0.30
H -4.2699 1.0065 -2.5511 -0.05 -0.20 0.03
H -2.7823 1.2541 -2.2893 0.20 0.13 0.44
O -0.6157 -6.7877 0.5968 -0.51 -0.18 0.24
H 0.1336 -6.3117 0.2299 0.23 0.28 -0.41
H -0.8106 -6.3018 1.4090 -0.03 -0.14 -0.12
O 0.0115 5.5222 0.9205 0.32 -0.07 -0.02
H -0.1831 6.3689 0.4977 -0.27 0.07 0.17
H 0.9002 5.6349 1.2820 0.08 -0.09 -0.09
O 4.9910 -6.4258 0.1105 -0.09 -0.02 0.02
H 4.1946 -5.9054 0.2492 0.06 0.01 0.01
H 4.6829 -7.2238 -0.3416 0.14 -0.10 -0.06
O -4.6688 -5.2621 -0.3136 0.05 -0.12 -0.07
H -3.7314 -5.3471 -0.5234 0.01 0.11 0.03
H -4.9439 -6.1597 -0.1104 -0.03 -0.07 0.05
O -1.1317 2.1909 -1.5737 0.10 0.10 0.00
H -1.5178 2.8321 -0.9653 -0.06 0.05 -0.08
H -0.5627 1.6441 -1.0190 0.11 -0.21 -0.07
O -4.0569 3.8530 -1.0133 -0.07 0.01 0.03
H -4.9291 4.2123 -1.2052 0.03 0.22 0.09
H -4.1688 2.8960 -1.0777 0.26 -0.26 -0.11
O -0.5438 4.4100 3.7743 -0.14 0.44 -0.04
H -0.2219 4.7536 2.9291 0.05 -0.25 -0.21
H -1.4130 4.0496 3.5702 0.08 -0.23 0.01
O 5.0259 -8.9349 -1.4727 0.04 0.04 0.09
H 5.9635 -8.8268 -1.6911 -0.06 0.01 -0.15
H 4.9429 -9.8524 -1.2012 -0.06 -0.01 0.05
O -1.0954 8.4170 -0.3586 -0.07 -0.17 0.07
H -0.5703 9.1757 -0.0843 0.00 0.03 -0.08
H -1.9980 8.7519 -0.3733 0.04 -0.09 -0.02
O 7.5506 -8.6813 -2.9173 0.11 -0.01 -0.06
H 7.4813 -8.0088 -3.6019 -0.10 0.08 0.05
H 8.2339 -9.2803 -3.2298 0.01 -0.05 0.05
O -4.7830 -2.4817 -4.5284 -0.25 -0.27 -0.40
H -3.8413 -2.5594 -4.7289 0.09 0.25 0.22
H -5.0579 -3.3817 -4.3267 -0.01 0.02 0.16
O 0.6839 -8.0521 2.6949 0.21 -0.30 0.34
H 0.2101 -8.2776 1.8854 -0.11 0.25 -0.08
H 1.4930 -7.6394 2.3756 -0.01 -0.01 -0.02
O -5.1703 6.4695 -1.7828 -0.17 0.08 0.12
H -4.2200 6.3381 -1.8687 0.00 -0.13 -0.07
H -5.5034 6.2623 -2.6608 0.08 0.02 -0.06
O -1.6188 7.1427 2.6112 -0.42 0.17 0.40
H -2.4894 7.1556 2.1993 0.06 0.03 -0.10
H -1.5514 6.2529 2.9841 0.20 -0.01 -0.03
O -2.4872 -0.8391 -4.6942 -0.11 0.04 -0.21
H -3.0957 -0.4973 -5.3617 0.00 0.05 0.00
H -1.8992 -0.1015 -4.5093 0.19 -0.14 0.15
O 0.3092 10.4908 -1.7155 0.20 0.05 -0.08
H 0.4596 11.2764 -2.2507 0.04 0.07 0.08
H 0.8453 9.8099 -2.1409 -0.17 -0.08 -0.08
O -1.5142 7.8279 5.5214 -0.12 0.11 0.02
H -0.5688 7.6603 5.5164 0.03 -0.07 0.00
H -1.7686 7.7472 4.5907 0.12 0.00 -0.05
O 3.0198 9.7317 -0.6329 0.04 -0.21 0.06
H 3.5461 10.4915 -0.3670 -0.04 0.09 -0.06
H 2.1176 10.0681 -0.6393 -0.03 0.16 0.07
O -1.9165 -2.1123 4.4137 0.05 -0.07 0.09
H -0.9702 -2.0721 4.2013 0.08 0.11 0.04
H -2.1041 -3.0501 4.5073 -0.06 -0.02 -0.07
O -3.3297 6.4359 -4.2234 0.11 0.05 -0.03
H -3.5881 7.2006 -4.7458 -0.03 0.04 0.00
H -2.4366 6.6408 -3.9233 -0.03 -0.11 0.02
O -6.6897 0.7078 0.4155 0.05 0.01 -0.03
H -5.7510 0.6271 0.2097 0.02 0.03 -0.02
H -6.9601 -0.1926 0.6164 0.00 -0.04 0.00
O 4.9343 0.2361 -2.3670 -0.01 -0.04 -0.34
H 5.1914 0.5536 -3.2363 0.01 0.05 -0.01
H 4.0885 -0.2244 -2.5101 -0.07 0.07 0.52
O 1.0333 -3.6264 6.6799 -0.07 -0.13 0.33
H 0.1397 -3.3260 6.4795 0.03 0.08 -0.02
H 1.0055 -4.5771 6.5235 0.03 -0.02 -0.03
O 0.3613 -7.8660 5.7321 0.01 -0.06 -0.10
H 1.3087 -7.7336 5.8368 0.12 0.00 0.21
H 0.2855 -8.1841 4.8227 -0.05 0.12 -0.10
O -3.8935 0.9841 -6.5412 -0.01 0.30 -0.01
H -4.5101 1.3047 -7.2098 0.01 -0.15 -0.10
H -3.3129 1.7347 -6.3684 0.05 -0.03 -0.01
O -6.4287 1.4177 -5.1749 0.04 0.06 -0.01
H -5.4956 1.3446 -5.4172 -0.06 -0.14 0.11
H -6.6888 0.5163 -4.9614 -0.02 -0.01 0.03
O 3.8560 12.5265 -1.4172 0.06 0.07 -0.07
H 4.6251 12.2526 -1.9270 0.00 -0.08 -0.01
H 3.6327 13.3924 -1.7703 -0.03 0.05 0.08
O 2.1941 -5.0319 4.2918 0.09 -0.12 0.07
H 3.1480 -4.8902 4.3005 -0.01 0.35 -0.34
H 2.0173 -5.3884 3.4098 0.06 -0.08 0.00
O 3.3332 -6.7495 6.3094 -0.08 0.21 -0.22
H 2.9693 -6.0950 5.6876 -0.13 -0.34 0.22
H 4.0889 -6.3161 6.7142 0.01 -0.05 0.11
O -6.9765 -2.6695 -7.1282 -0.02 0.01 0.02
H -6.9744 -3.6292 -7.1686 -0.01 -0.03 -0.02
H -6.4006 -2.4619 -6.3829 0.16 0.05 0.09
```
Positions in Å, forces in eV/Å.

Calculated values
Total charge: -1
E_HOMO: -0.182 Eh

Here are the Löwdin charges for atoms 1 to 5, given in e: C -0.10; C -0.24; C -0.17; C -0.30; O -0.17

Entry 3:
DFT (ωB97M-V/def2-TZVPD) results for a molecular structure, C12H9Br2N2O2Pt.

Geometry as XYZ:
```
28
Properties=species:S:1:pos:R:3:forces:R:3
Pt -0.7820 -0.6155 -0.2833 -0.03 -0.97 -0.16
Br 2.5888 -0.5011 -0.4418 0.12 -0.28 0.04
C 1.8913 -2.2614 -0.4549 -0.24 0.25 -0.05
C 2.6891 -3.3850 -0.4067 0.08 0.03 -0.02
C 2.0651 -4.6267 -0.4402 -0.03 -0.02 -0.01
C 0.6841 -4.7101 -0.5319 0.00 0.03 -0.03
C -0.0344 -3.5336 -0.5728 -0.36 0.08 -0.07
N 0.5644 -2.3430 -0.5297 0.09 0.44 0.20
C -1.5587 -3.4592 -0.6878 0.72 -0.60 0.03
O -2.1971 -4.4713 -0.8087 -0.06 0.22 0.01
O -2.0053 -2.2438 -0.6476 -0.30 0.73 0.05
H 3.7631 -3.2908 -0.3483 0.00 0.01 0.00
H 2.6638 -5.5266 -0.4000 0.02 0.01 0.00
H 0.1501 -5.6486 -0.5713 -0.01 0.00 -0.01
C -0.7668 4.9981 -0.8328 0.00 0.00 -0.11
C -0.7510 3.7864 0.0486 0.01 -0.06 0.12
C -0.7614 3.8779 1.4385 0.00 -0.09 -0.10
C -0.7463 2.7323 2.2241 0.00 0.01 0.04
C -0.7245 1.5248 1.5740 0.01 -0.08 0.13
Br -0.7108 -0.1420 2.4932 0.00 0.20 -0.22
N -0.7183 1.4018 0.2430 -0.02 -0.06 0.23
C -0.7295 2.5126 -0.5035 0.01 0.14 -0.14
H -0.7567 5.9114 -0.2433 0.00 0.00 0.00
H -1.6576 5.0077 -1.4620 0.00 0.01 0.02
H 0.1001 5.0063 -1.4943 0.00 0.02 0.02
H -0.7832 4.8504 1.9132 0.00 0.00 0.01
H -0.7552 2.7768 3.3032 0.00 0.01 -0.01
H -0.7209 2.3724 -1.5769 -0.01 -0.06 0.01
```
Positions in Å, forces in eV/Å.

Calculated values
Multiplicity: 3
Energy relative to the best compared isomer or geometry (same formula, charge and spin): 0.0 kJ/mol
Total charge: +1
<S²>: 2.01
E_HOMO (spin up / spin down): -0.460 / -0.475 Eh

Here are the Löwdin charges for atoms 1 to 5, given in e: Pt 1.10; Br 0.79; C -0.71; C -0.07; C 0.00

Entry 4:
DFT (ωB97M-V/def2-TZVPD) results for a molecular structure, C12H9Cl5NO5W.

Geometry as XYZ:
```
33
Properties=species:S:1:pos:R:3:forces:R:3
W 0.1564 -0.2386 -0.1611 -0.55 -0.03 -0.02
O -1.2028 1.2788 -0.7294 -0.01 0.16 0.04
C -0.6434 2.5955 -1.0117 0.07 0.03 0.00
C 0.4173 2.9021 0.0239 -0.05 -0.01 -0.05
N 1.3927 1.7885 0.0918 0.08 0.02 -0.04
C 1.9717 1.6777 1.4407 0.02 0.06 0.05
C 0.9000 1.1099 2.3699 0.08 0.13 0.07
O 0.8164 1.3523 3.5308 0.03 -0.03 0.00
O 0.0496 0.3177 1.6987 0.01 -0.13 -0.07
C 2.4048 1.8177 -0.9993 -0.05 -0.09 0.08
C 2.3985 0.3747 -1.4811 0.49 -0.08 -0.03
O 3.2972 -0.4054 -1.3822 0.06 0.16 -0.20
O 1.1363 0.0489 -1.8444 -0.36 -0.16 0.27
H -2.0269 1.3049 -0.2166 -0.04 0.02 -0.06
H -0.2352 2.5184 -2.0174 -0.01 0.00 -0.01
H -1.4459 3.3288 -1.0053 0.00 0.00 0.01
H 0.9206 3.8427 -0.2139 0.00 0.01 0.00
H -0.0478 3.0113 1.0046 -0.01 0.00 0.00
H 2.8135 0.9819 1.4115 0.01 -0.01 0.00
H 2.3234 2.6341 1.8304 0.00 0.00 -0.02
H 2.0680 2.4742 -1.7993 0.03 0.02 0.00
H 3.3827 2.1370 -0.6467 0.00 -0.02 0.03
Cl -3.6627 -0.6234 -0.1633 -0.07 0.05 -0.01
C -2.6225 -2.0007 -0.1017 0.08 0.04 0.02
C -1.2465 -1.8082 -0.0707 0.07 -0.15 -0.18
C -0.4660 -2.9414 0.0362 0.03 0.00 0.02
Cl 1.2595 -2.5371 0.1232 0.08 0.05 0.07
C -0.9279 -4.2387 0.0841 -0.01 -0.01 0.01
Cl 0.1418 -5.5599 0.2094 0.02 -0.01 0.00
C -2.3175 -4.3966 0.0337 -0.01 -0.02 0.00
Cl -2.9767 -5.9655 0.0925 0.00 0.00 0.00
C -3.1675 -3.2800 -0.0512 -0.01 0.00 0.01
Cl -4.8612 -3.5014 -0.0861 0.00 0.00 0.00
```
Positions in Å, forces in eV/Å.

Calculated values
Multiplicity: 3
Energy relative to the best compared isomer or geometry (same formula, charge and spin): 0.0 kJ/mol
Total charge: +1
<S²>: 2.01
E_HOMO (spin up / spin down): -0.444 / -0.464 Eh

Here are the Löwdin charges for atoms 1 to 5, given in e: W 1.64; O -0.20; C -0.12; C -0.12; N -0.24

Entry 5:
DFT (ωB97M-V/def2-TZVPD) results for a molecular structure, C12H9F6N3O6PtS4 in a non-equilibrium geometry.

Geometry as XYZ:
```
41
Properties=species:S:1:pos:R:3:forces:R:3
Pt -0.6289 -0.7464 -0.5549 2.31 -1.11 -0.88
F -4.3099 -0.4256 -4.1274 -0.05 0.01 0.00
C -4.0146 0.5401 -3.2637 -0.10 -0.42 -0.30
F -5.1267 1.0036 -2.7205 0.03 0.02 0.04
F -3.3907 1.5210 -3.9067 0.02 0.00 0.00
S -2.8775 -0.0785 -1.9616 -0.32 0.66 0.06
O -1.7701 -0.7772 -2.6482 0.17 0.19 1.07
O -2.4723 1.1196 -1.2776 -0.43 0.12 -0.07
N -3.8183 -1.0516 -1.1489 0.35 -0.10 -0.08
S -3.0728 -1.7417 0.0690 -0.73 0.32 0.52
O -1.9780 -2.6256 -0.3680 0.20 0.92 0.23
O -2.7460 -0.8514 1.1473 -0.23 -0.18 0.11
C -4.3942 -2.8111 0.7670 -0.12 -0.26 -0.31
F -3.9366 -3.3222 1.9004 0.02 -0.01 -0.02
F -5.4755 -2.0871 1.0085 0.04 0.01 0.00
F -4.6977 -3.7952 -0.0719 -0.02 0.00 0.01
O 0.9253 -2.1681 3.3801 0.07 0.03 0.02
C 2.0303 -1.3956 3.3862 -0.02 -0.01 -0.03
C 2.8861 -1.5469 4.4783 0.02 -0.03 0.04
C 4.0334 -0.7913 4.5801 -0.06 0.00 -0.02
C 4.3591 0.1352 3.5903 0.08 0.02 0.03
C 3.5306 0.2794 2.5012 0.00 0.01 -0.04
C 2.3602 -0.4773 2.3762 -0.31 -0.13 0.02
C 1.5046 -0.2894 1.1877 0.14 0.03 0.43
O 0.3643 -0.9407 1.1301 -0.45 -0.63 0.20
N 1.8725 0.5042 0.2523 0.13 0.13 -0.26
N 0.9461 0.4840 -0.7776 -0.92 0.42 -0.70
C 1.1368 1.3798 -1.6897 0.10 -0.04 0.07
S 2.4112 2.5487 -1.4751 0.08 -0.01 -0.07
C 2.2609 3.2086 -3.1576 0.02 -0.07 0.04
C 0.8012 3.1493 -3.5465 -0.06 0.00 0.04
S 0.2057 1.4839 -3.1525 0.06 -0.01 -0.01
H 0.3942 -1.9543 2.5949 -0.02 0.00 -0.02
H 2.6143 -2.2716 5.2343 0.00 0.02 0.00
H 4.6808 -0.9166 5.4386 0.00 -0.01 -0.01
H 5.2563 0.7329 3.6777 -0.01 -0.01 -0.03
H 3.7692 0.9828 1.7153 -0.01 0.00 0.01
H 2.8675 2.5914 -3.8194 0.01 0.07 -0.06
H 2.6459 4.2275 -3.1523 -0.01 0.00 0.01
H 0.6506 3.3098 -4.6132 0.00 -0.02 0.00
H 0.2025 3.8637 -2.9825 0.04 0.06 -0.03
```
Positions in Å, forces in eV/Å.

Calculated values
Energy relative to the best compared isomer or geometry (same formula, charge and spin): 138.1 kJ/mol
E_HOMO: -0.311 Eh

Here are the Löwdin charges for atoms 1 to 5, given in e: Pt 1.17; F 0.16; C -0.69; F 0.17; F 0.15

Entry 6:
DFT (ωB97M-V/def2-TZVPD) results for 2 unconnected molecules or ions with the total composition C12H9NO4PS2 in a non-equilibrium geometry.

Geometry as XYZ:
```
29
Properties=species:S:1:pos:R:3:forces:R:3
S 1.9671 2.7374 1.0252 0.68 0.79 1.43
N 0.9866 2.2257 -0.3445 -1.52 -2.54 -0.55
C -0.2767 1.5874 0.1098 -3.95 -1.65 1.02
C -1.6429 2.3712 0.0348 1.02 -3.93 1.24
C -2.9256 1.6504 0.5163 1.69 -1.47 0.15
C -2.9807 0.1911 1.0716 4.20 1.69 -1.18
C -1.6264 -0.5827 1.1591 0.00 2.68 -1.29
C -0.3297 0.1135 0.6834 -2.02 2.15 -0.78
S 1.3271 -0.7590 0.7053 -0.76 0.92 -1.65
C 2.0628 -0.1744 -0.9109 0.44 1.26 -2.09
C 2.8840 -1.0983 -1.8579 -1.10 4.64 -1.09
C 3.3826 -0.4316 -3.1965 -1.66 1.60 2.15
C 3.0637 1.0673 -3.5467 -1.27 -0.78 2.90
C 2.2657 1.9970 -2.5948 0.75 -4.79 1.20
C 1.7538 1.3422 -1.2535 1.69 -1.12 -2.36
H 1.1615 2.6262 2.1712 0.31 -0.28 -1.34
H -1.5861 3.4269 -0.3878 -0.38 -1.60 0.71
H -3.9427 2.1928 0.4585 1.90 -0.76 0.03
H -3.9428 -0.3323 1.4005 1.67 0.93 -0.50
H -1.5613 -1.6767 1.5448 -0.22 1.65 -0.42
H 3.0805 -2.1874 -1.5989 -0.36 1.72 -0.40
H 3.9679 -1.0671 -3.9515 -0.98 1.12 1.28
H 3.4119 1.5209 -4.5331 -0.41 -0.90 1.47
H 2.0292 3.0863 -2.8188 0.38 -1.72 0.33
O -1.1395 -3.9350 2.5030 0.45 0.54 -0.53
P -2.5056 -3.9670 3.2240 -0.29 -0.37 0.19
O -2.5273 -5.1269 4.2415 -0.14 -0.26 0.35
O -3.6283 -4.1691 2.1830 -0.27 -0.10 -0.48
O -2.7288 -2.6291 3.9630 0.14 0.59 0.22
```
Positions in Å, forces in eV/Å.

Calculated values
Total charge: -3
E_HOMO: 0.153 Eh

Here are the Löwdin charges for atoms 1 to 5, given in e: S 0.30; N -0.50; C -0.29; C -0.06; C -0.12